(1)
This record from the Open Molecules 2025 dataset describes 7 unconnected molecules or ions with the total composition C24H58Cl4O10 at a distorted geometry. The level of theory is ωB97M-V/def2-TZVPD.

Geometry as XYZ:
```
96
Properties=species:S:1:pos:R:3
Cl -0.638 3.648 3.258
Cl -1.596 -6.340 0.883
Cl -3.665 -4.303 -0.880
Cl -3.852 2.306 3.016
O 2.418 3.074 -0.150
O 4.233 -4.338 -1.728
O 4.023 5.345 -1.398
O -1.130 5.064 -3.965
O -1.477 -1.288 1.325
O 1.008 -1.637 -0.135
O 5.906 -5.821 -3.367
O -6.952 -1.655 1.811
O -2.047 3.848 -1.642
O -4.356 -2.207 3.258
C -5.929 -1.265 0.893
C -6.580 -2.774 2.574
C 5.127 6.194 -1.168
C 4.352 3.977 -1.310
C 3.096 3.147 -1.395
C -1.732 0.086 1.177
C -2.765 2.421 4.436
C -0.820 5.344 -5.296
C -3.476 -1.793 4.268
C 6.043 -6.777 -4.387
C -0.673 4.001 -1.937
C -2.779 -3.899 0.619
C 3.005 2.192 0.780
C -2.300 3.903 -0.264
C 5.166 -3.737 -2.565
C 3.950 -3.595 -0.567
C 0.990 -1.168 1.202
C -1.941 3.692 4.479
C 0.497 -0.787 -1.121
C -2.675 -5.081 1.567
C -0.271 -1.599 1.953
C -5.668 -2.434 3.762
C -0.525 3.889 -3.449
C 5.488 -4.539 -3.812
H -0.308 4.938 -1.509
H -5.074 -0.866 1.437
H -6.330 -0.498 0.233
H -0.512 -1.089 -1.408
H 3.315 -4.164 0.106
H 6.059 5.939 -1.676
H -7.484 -3.225 2.985
H 2.849 1.159 0.442
H 6.089 -3.549 -1.998
H 4.947 3.776 -0.412
H 1.130 -0.731 -2.012
H 5.031 3.684 -2.125
H -1.249 4.666 -6.048
H 1.094 -0.080 1.199
H -3.242 -3.014 1.053
H -1.803 -3.514 0.333
H 1.866 -1.564 1.717
H 6.304 -4.075 -4.369
H -1.223 6.336 -5.506
H -0.069 3.199 -1.481
H 5.073 -7.186 -4.687
H -1.562 4.460 0.320
H -1.770 0.616 2.133
H -5.665 -2.120 0.264
H 5.277 6.315 -0.091
H 0.545 3.850 -3.692
H -2.545 4.575 4.293
H 6.526 -6.369 -5.282
H 4.874 -3.275 -0.075
H -3.340 -2.552 5.050
H -0.888 0.543 0.645
H -2.166 -4.766 2.476
H -3.632 -5.521 1.827
H -1.401 3.797 5.416
H 0.472 0.277 -0.848
H 3.360 -2.726 -0.887
H -2.313 2.905 0.194
H 0.250 5.363 -5.547
H 4.566 -4.620 -4.397
H 3.198 2.167 -1.874
H 4.085 2.341 0.875
H -2.153 1.521 4.495
H 2.401 3.653 -2.072
H -2.470 -1.627 3.880
H 4.804 7.175 -1.518
H -0.244 -1.139 2.958
H -0.964 2.943 -3.778
H -3.423 2.298 5.296
H -2.582 0.269 0.526
H 6.659 -7.602 -4.032
H -6.072 -3.544 1.983
H -3.278 4.315 -0.014
H 2.506 2.348 1.734
H -6.039 -1.524 4.238
H 4.756 -2.782 -2.939
H -5.668 -3.295 4.435
H -3.835 -0.865 4.729
H -0.188 -2.638 2.284
```

Calculated values
HOMO level (eV): -9.42
M (g/mol): 648.53
Energy above the lowest of the compared OMol25 structures with the same formula, charge and spin (kJ/mol): 0.0
Total energy (eV): -96386.7920
Spin multiplicity: 1

***

(2)
This record from the Open Molecules 2025 dataset describes a molecular structure, C18H36F4N5O13S4Sr at a distorted geometry. The level of theory is ωB97M-V/def2-TZVPD.

Geometry as XYZ:
```
81
Properties=species:S:1:pos:R:3
Sr -0.029 -0.148 0.777
S -0.792 1.441 3.993
S -2.843 1.529 2.638
S 3.075 -2.064 -0.465
S 2.571 -4.392 -0.940
F 0.626 0.722 3.752
F 3.613 -1.325 0.839
F 3.470 -5.760 -0.956
F -3.198 1.471 1.095
O -3.034 2.904 2.991
O 1.465 1.486 -0.754
O 1.353 -4.865 -0.319
O 1.663 -1.725 -0.448
O 0.788 -3.048 4.371
O 3.851 -1.529 -1.539
O -1.344 0.666 5.042
O -0.444 2.804 4.244
O 2.761 -2.705 3.517
O 1.007 -1.772 2.614
O 2.513 -4.030 -2.340
O -3.702 0.537 3.231
O -2.073 -0.329 -0.962
N -1.348 1.033 2.476
N -1.780 -1.727 -1.241
N 3.467 -3.577 0.028
N 1.361 2.523 0.159
N 1.523 -2.515 3.506
C -2.825 -1.815 -3.580
C -2.415 -2.469 0.997
C -4.064 -2.717 -0.859
C -0.912 3.121 -0.702
C 0.222 4.659 0.790
C -1.683 -4.474 -2.145
C 3.682 3.321 0.021
C -1.849 -4.078 -0.679
C 2.565 2.860 0.945
C 1.039 4.299 -1.578
C 1.439 5.091 1.570
C 3.093 1.620 1.660
C 2.275 3.893 2.038
C -1.572 -1.982 -2.665
C -0.540 -0.978 -3.177
C 0.490 3.593 -0.301
C -2.539 -2.705 -0.489
C -0.943 -3.339 -2.867
H 4.680 3.255 0.473
H -3.324 -0.893 -3.274
H -2.702 -4.664 -2.508
H -1.374 -2.292 1.263
H -2.474 -4.866 -0.240
H 3.183 4.329 2.465
H -2.669 -1.755 -4.661
H 3.647 0.979 0.980
H -0.093 -1.245 -4.142
H -3.470 -2.682 -3.417
H -0.529 4.198 1.435
H 1.111 5.576 2.496
H 1.907 4.914 -1.341
H 0.376 5.022 -2.076
H 3.531 4.348 -0.319
H -1.490 2.616 0.077
H 3.671 1.963 2.522
H -2.958 -1.568 1.299
H -0.839 2.316 -1.444
H 2.314 0.987 2.093
H -1.577 3.880 -1.116
H 2.129 5.729 1.009
H -0.887 -4.068 -0.168
H 1.172 3.524 -2.337
H -4.348 -1.696 -1.098
H 0.082 -3.336 -2.481
H -0.203 5.554 0.324
H -4.266 -3.487 -1.608
H -0.983 0.008 -3.344
H -4.674 -3.107 -0.034
H 3.725 2.669 -0.855
H 0.320 -0.819 -2.523
H -1.165 -5.427 -2.275
H 1.751 3.370 2.842
H -2.804 -3.273 1.621
H -0.756 -3.564 -3.924
```

Calculated values
HOMO level (eV): 1.00
M (g/mol): 822.39
Energy above the lowest of the compared OMol25 structures with the same formula, charge and spin (kJ/mol): 83.9
Charge: -3
Total energy (eV): -108360.6285
Spin multiplicity: 1

***

(3)
This record from the Open Molecules 2025 dataset describes C17H23N3O3 in the gas phase. The level of theory is ωB97M-V/def2-TZVPD.

Geometry as XYZ:
```
46
Properties=species:S:1:pos:R:3
O -0.002 -3.070 -1.828
O -2.891 -0.998 -1.618
O 1.403 -1.910 2.342
N -0.948 -2.122 -0.012
N 1.998 -2.316 0.191
N 1.873 1.984 -0.455
C -0.183 2.916 0.348
C -0.196 -2.985 0.884
C 1.966 0.681 0.184
C 1.351 3.031 0.405
C -1.618 -0.611 1.796
C 1.157 -2.347 1.237
C -3.626 0.401 0.159
C -2.484 0.363 2.267
C -3.495 0.854 1.460
C 3.208 -1.526 0.194
C -2.754 -0.560 -0.328
C 0.968 2.006 -1.594
C -1.683 -1.406 -2.216
C -0.443 2.357 -1.058
C -1.763 -1.096 0.503
C 2.999 -0.194 -0.531
C -0.806 -2.289 -1.346
H 3.473 -1.350 1.239
H -1.086 -0.525 -2.513
H 2.294 0.825 1.216
H -0.777 -3.153 1.792
H 0.993 0.165 0.215
H -4.174 1.604 1.834
H -1.948 -1.957 -3.121
H 1.668 3.990 -0.018
H 1.312 2.788 -2.276
H -4.394 0.778 -0.497
H -0.828 -0.977 2.431
H 0.993 1.056 -2.128
H 2.682 -0.388 -1.557
H 4.004 -2.098 -0.290
H -0.668 3.876 0.511
H 3.944 0.348 -0.570
H -0.031 -3.932 0.365
H -1.083 1.477 -1.012
H 1.674 -2.677 -0.699
H -0.537 2.221 1.110
H -0.928 3.088 -1.702
H 1.749 2.948 1.415
H -2.363 0.733 3.273
```

Calculated values
HOMO level (eV): -8.44
M (g/mol): 317.39
Energy above the lowest of the compared OMol25 structures with the same formula, charge and spin (kJ/mol): 152.5
Total energy (eV): -28615.9722
Spin multiplicity: 1

***

(4)
This record from the Open Molecules 2025 dataset describes a molecular structure, C16H12AsN3O2PdS4. The level of theory is ωB97M-V/def2-TZVPD.

Geometry as XYZ:
```
39
Properties=species:S:1:pos:R:3
Pd 3.677 -2.197 -2.333
As 5.257 -4.095 -4.523
S 4.814 -4.148 -6.596
S 6.857 -5.310 -3.862
S 3.467 -4.266 -3.219
S 5.348 -1.968 -3.784
O -4.192 -0.548 4.088
O 2.684 -1.721 -0.310
N -1.457 3.085 0.817
N -0.472 2.825 0.087
N 2.593 0.056 -2.371
C -4.675 -1.765 3.562
C -2.252 2.309 2.986
C 1.255 -0.384 1.003
C 0.438 0.720 1.109
C -3.389 0.045 1.859
C 1.736 2.038 -3.354
C 1.972 -0.698 -0.185
C 0.993 2.309 -2.242
C -2.947 1.417 3.787
C -2.085 2.060 1.630
C 0.259 1.633 0.067
C -3.513 0.279 3.227
C 1.034 1.428 -1.128
C 1.858 0.301 -1.263
C 2.540 0.879 -3.383
C -2.677 0.937 1.073
H 1.375 -1.066 1.835
H -3.826 -0.828 1.398
H -2.551 0.744 0.015
H -5.118 -2.301 4.397
H -3.866 -2.363 3.133
H 3.150 0.622 -4.243
H -3.060 1.592 4.849
H -0.056 0.886 2.056
H -5.437 -1.596 2.795
H 0.365 3.187 -2.183
H 1.719 2.699 -4.212
H -1.821 3.203 3.419
```

Calculated values
HOMO level (eV): -1.42
M (g/mol): 587.90
Energy above the lowest of the compared OMol25 structures with the same formula, charge and spin (kJ/mol): 14.8
Charge: -2
Total energy (eV): -133013.7370
Spin multiplicity: 1